Record 1
Below is a molecular structure, C26H35F4N10NdO2 at a distorted geometry, with properties calculated with ωB97M-V with the def2-TZVPD basis set.

Summary:
total charge: +2
frontier orbital gap (alpha / beta): 7.376 / 7.598 eV
<S²>: 3.754
energy above the lowest of the compared OMol25 structures with the same formula, charge and spin: 14.18 kJ/mol
E_HOMO (alpha / beta): -13.404 / -13.416 eV
largest force on an atom: 3.64 eV/A
multiplicity: 4

Element x y z (Å)
Nd -19.007513 1.309127 3.833374
C -18.551750 1.657469 0.365412
N -18.598580 2.555884 1.555646
C -17.395970 3.385854 1.571598
C -19.778233 3.478688 1.443377
C -20.071649 4.278799 2.720473
N -20.139773 3.358425 3.856484
C -20.763236 3.716141 5.022033
C -21.196411 2.672498 5.913011
F -20.462875 1.403993 5.679785
C -21.712097 2.915532 7.184099
F -21.834648 1.980517 8.117140
C -22.042934 4.223959 7.553014
C -21.772328 5.228555 6.622390
F -22.142139 6.490672 6.931779
C -21.092881 5.069252 5.448455
F -20.627712 6.112035 4.649892
H -18.587139 2.242289 -0.553867
H -19.448110 0.982367 0.368069
H -17.609972 1.090805 0.370588
H -17.435200 3.950321 0.617412
H -16.528914 2.666263 1.626346
H -17.397577 4.089662 2.380920
H -20.671068 2.881759 1.154325
H -19.556336 4.197220 0.643575
H -21.025488 4.802631 2.547609
H -19.306614 5.044960 2.889945
H -22.546526 4.353497 8.483613
O -25.009949 4.220557 1.211474
C -24.960259 2.903589 0.678195
N -23.894954 2.194706 1.314735
C -23.620908 0.893633 0.953623
O -24.086176 0.441325 -0.115473
C -22.806650 0.058786 1.827884
C -22.799803 -1.339750 1.675676
C -22.197194 -2.113243 2.642527
C -21.379827 -1.469213 3.573651
N -21.081616 -0.152149 3.506501
C -21.939550 0.607318 2.750392
H -25.723271 4.730739 0.806325
H -24.817060 2.873134 -0.421693
H -25.898590 2.325787 0.871115
H -23.492483 2.743020 2.092680
H -23.393329 -1.771642 0.865986
H -22.398148 -3.194135 2.797293
H -20.894080 -2.062464 4.361733
H -21.920123 1.686297 2.891886
N -16.795260 3.859567 7.113205
C -15.872801 3.954604 6.090398
C -16.185522 2.941317 5.201222
N -17.307257 2.255979 5.641442
C -17.602042 2.830885 6.821696
H -16.859049 4.445462 7.934085
H -15.024984 4.628486 6.090273
H -15.719122 2.669585 4.250919
H -18.438940 2.590054 7.464415
C -15.918306 -0.364911 4.102852
N -17.346667 -0.713559 4.092803
C -17.662337 -1.452145 5.307588
N -16.831871 -2.650708 5.468301
C -15.435945 -2.254989 5.435606
N -15.043216 -1.543320 4.221698
C -15.369837 -2.443994 3.089922
N -16.773918 -2.816845 3.041666
C -17.625217 -1.589453 2.956034
C -17.079055 -3.499151 4.268352
H -15.725379 0.338363 4.895939
H -15.658886 0.147741 3.185186
H -18.720914 -1.760590 5.275671
H -17.453607 -0.835629 6.172673
H -14.812569 -3.142999 5.538536
H -15.248633 -1.678818 6.347546
H -14.795060 -3.393287 3.118822
H -15.107917 -1.902746 2.192848
H -18.668527 -1.939067 2.946008
H -17.429839 -1.083023 2.022264
H -16.508855 -4.428149 4.307625
H -18.180979 -3.750885 4.250836

Forces on the atoms, in the same order (eV/Å):
0.10 0.58 0.08
-0.62 -0.23 0.48
-1.16 -0.31 0.50
0.65 -1.08 -1.07
-0.26 -0.17 0.04
0.10 -0.12 -0.06
0.34 -0.76 0.20
-0.99 0.78 0.42
1.76 0.37 0.09
-1.23 1.43 0.63
0.24 1.12 0.22
0.02 -0.49 -0.45
0.28 -1.20 -1.65
-0.55 1.79 1.17
0.27 -0.74 -0.06
1.29 -1.70 -2.19
-1.06 -1.33 1.54
0.03 0.07 -0.11
0.84 0.44 0.01
-0.36 0.01 0.03
0.76 -0.13 0.41
-0.49 1.17 -0.16
0.08 0.20 0.54
0.54 0.30 0.14
-0.24 -0.14 -0.11
0.26 -0.09 0.12
-0.15 0.00 -0.18
-0.21 0.49 0.40
0.51 -0.78 0.01
-1.69 -0.09 -1.36
1.20 0.02 1.17
-1.98 1.16 -2.82
0.85 0.54 2.32
1.29 -0.89 0.59
-1.03 0.25 -0.34
0.02 -0.42 1.12
0.69 -0.14 -0.37
-1.31 0.11 -0.10
0.59 -0.60 0.18
0.11 -0.29 -0.02
0.04 0.28 0.52
0.41 0.58 -0.06
-0.33 -1.04 -0.51
0.16 0.13 0.26
0.28 0.88 -0.54
-0.02 0.38 -0.42
0.43 -0.15 0.04
0.49 -0.54 -0.93
0.27 -0.80 -0.63
-0.05 0.77 0.18
-0.22 0.64 0.96
-0.83 -0.20 -0.47
0.08 -0.09 -0.05
-0.35 0.00 0.08
0.02 0.31 0.54
0.08 -0.17 -0.16
1.07 -0.58 -0.22
-0.75 1.00 -0.50
0.23 -1.13 0.99
-0.74 -0.28 -1.28
0.71 -0.17 1.17
-1.04 -0.01 0.00
0.58 -0.04 -0.27
-0.59 1.22 -0.62
0.76 -1.95 -0.02
-1.82 -0.46 0.71
0.04 -0.03 0.57
-0.05 0.10 -0.52
0.26 0.15 0.15
-0.22 0.42 0.22
-0.05 -0.10 -0.15
0.14 0.34 -0.28
-0.06 0.76 0.21
0.12 0.00 -0.48
0.14 0.27 0.18
0.25 0.25 -0.39
0.02 0.11 0.23
1.08 0.03 0.14

***

Record 2
Below is a molecular structure, C26H35N3NaO5S6 at a distorted geometry, with properties calculated with ωB97M-V with the def2-TZVPD basis set.

Summary:
total charge: -1
frontier orbital gap: 7.248 eV
energy above the lowest of the compared OMol25 structures with the same formula, charge and spin: 33.80 kJ/mol
E_HOMO: -5.496 eV
largest force on an atom: 2.79 eV/A

Element x y z (Å)
Na 0.675410 -0.741858 -0.353311
C -2.204625 0.472067 2.045946
C -1.016365 0.519786 3.024752
S 0.577612 0.789142 2.159210
C 1.708224 0.214313 3.453853
C 1.608640 -1.312812 3.743513
S 1.524514 -2.384028 2.262726
C 0.384076 -3.627277 2.920903
C 0.089850 -4.612138 1.799129
S -0.629852 -3.910486 0.309192
C -2.308526 -3.544229 0.759646
C -2.665559 -2.258248 1.537165
S -2.094950 -0.726367 0.738011
H -2.285937 1.421496 1.528382
H -3.141371 0.320637 2.575197
H -0.974072 -0.477042 3.496637
H -1.222589 1.296278 3.753933
H 1.524477 0.883664 4.318938
H 2.711855 0.521906 3.047148
H 0.767840 -1.583876 4.394581
H 2.466321 -1.575152 4.336172
H -0.519659 -3.087503 3.203320
H 0.848488 -4.114746 3.794678
H -0.601128 -5.410109 2.136986
H 1.067738 -5.099308 1.533882
H -2.734064 -4.469976 1.299745
H -2.855114 -3.570469 -0.171333
H -2.296695 -2.362580 2.563076
H -3.704805 -2.229074 1.615381
O 0.619138 -3.164356 -3.837585
C 0.816319 -2.522145 -2.798286
O -0.054711 -1.841310 -2.171055
C 2.321186 -2.522079 -2.294019
C 3.325944 -3.144600 -3.050076
C 4.638329 -3.025452 -2.633905
C 4.920250 -2.276518 -1.537243
C 3.889062 -1.671609 -0.850388
N 2.610895 -1.881009 -1.187234
C 4.138509 -0.505423 0.144917
O 5.155929 0.215274 -0.092953
O 3.315039 -0.356065 1.048499
H 2.908809 -3.543925 -3.985081
H 5.368799 -3.540784 -3.161222
H 5.900062 -2.041637 -1.299162
C -3.990518 5.202550 -1.211253
C -3.758224 3.801070 -1.617833
C -4.828764 2.958372 -1.961926
C -4.679912 1.584623 -2.273821
C -3.346582 1.151590 -2.317116
C -2.266181 1.983283 -1.944404
C -2.445461 3.272824 -1.626232
S -3.099325 -0.602677 -2.721238
C -1.987795 -0.586042 -4.148365
O -4.400303 -1.033249 -3.259065
H -5.052034 5.391587 -1.213874
H -3.585174 5.981672 -1.877569
H -3.542719 5.368882 -0.201230
H -5.778844 3.425038 -1.906217
H -5.561148 0.931854 -2.387508
H -1.249712 1.571160 -1.991591
H -1.616735 3.882037 -1.304790
H -2.458830 -0.303380 -5.123552
H -1.640493 -1.611501 -4.235172
H -1.172248 0.095253 -4.008575
S 1.359774 1.775562 -1.540368
C 2.267882 2.820716 -0.540452
N 3.463872 2.616876 -0.007238
C 3.676210 3.402565 1.206943
C 2.331030 4.153874 1.315672
N 1.661209 3.917908 0.027774
H 4.064315 1.830491 -0.154039
H 4.447263 4.187960 1.107999
H 3.811954 2.751247 2.069654
H 2.367288 5.205472 1.539925
H 1.764795 3.615647 2.044070
H 0.672119 3.736366 0.138726

Forces on the atoms, in the same order (eV/Å):
0.30 -0.24 0.15
0.42 0.27 0.36
-0.23 -0.89 -0.63
-0.52 0.29 0.31
0.42 0.44 -0.47
-0.01 0.54 0.07
0.34 0.42 0.23
0.11 0.38 0.00
0.21 -0.96 0.52
0.87 0.21 -0.66
-1.05 -1.23 1.07
1.80 -0.64 0.25
0.04 -0.66 -0.63
-0.07 0.27 -0.16
-0.09 0.05 0.24
0.14 0.47 0.13
0.19 0.05 0.30
0.04 -0.82 -0.05
-0.90 -0.75 0.30
-0.15 0.35 -0.30
0.64 -0.17 0.16
-0.08 -0.24 0.30
-0.35 0.02 -0.29
0.42 0.27 0.06
-0.99 0.37 -0.16
0.54 1.42 -0.37
-0.03 0.26 -0.50
0.21 0.31 -0.15
-1.90 0.16 0.02
0.15 -0.15 -0.04
-0.02 0.20 -0.12
0.94 -0.18 0.18
-0.46 -0.63 -0.53
-1.59 0.53 -0.50
-1.88 -0.62 -0.37
-0.92 0.57 0.35
-0.28 0.74 0.07
0.00 1.01 0.81
1.27 -0.48 -0.74
-0.82 -0.34 0.02
-0.88 0.38 0.81
0.80 -0.30 0.38
1.50 -0.64 -0.95
1.75 0.36 0.65
0.29 0.93 0.55
0.45 -1.33 -0.75
1.15 -0.16 0.42
0.88 1.13 0.46
-0.40 -0.22 -0.21
0.40 -2.50 -1.17
-1.41 1.45 0.68
0.92 0.29 0.00
-0.59 0.35 -1.01
-1.31 -0.56 -0.22
-0.44 0.18 0.45
0.24 -0.49 0.05
-0.54 0.08 -0.65
-1.05 0.08 -0.05
0.85 0.29 -0.31
-0.43 0.15 0.14
0.25 0.17 -0.11
-0.30 -0.09 1.06
0.32 -0.01 0.21
0.67 0.10 0.40
0.86 0.65 -0.11
-1.01 -1.43 -0.03
-0.19 1.23 0.53
-0.49 1.38 -0.61
-0.21 -0.68 -0.25
0.37 -0.01 0.32
0.45 -1.12 -0.48
0.25 -0.84 0.01
0.40 0.07 -0.13
0.31 0.34 0.18
-0.62 0.02 0.88
0.03 0.17 -0.34

***

> Which value of largest force on an atom does entry 2 give?

2.79 eV/A

***

> energy above the lowest of the compared OMol25 structures with the same formula, charge and spin of number 1 (C26H35F4N10NdO2)?

14.18 kJ/mol